Record 1
{
  "formula": "C3H8NO2P",
  "method": "ωB97M-V/def2-TZVPD",
  "species": ["C", "C", "C", "N", "O", "O", "P", "H", "H", "H", "H", "H", "H", "H", "H"],
  "xyz": [[-0.577023, -0.621309, -0.683848], [1.408663, -0.131227, 0.335653], [-1.194620, 0.703821, -0.364980], [1.454908, -1.027827, 1.371396], [1.129209, 1.179105, 0.614964], [-0.510484, 2.915930, 1.232469], [-0.448571, 1.308793, 1.317485], [-0.391381, -0.753806, -1.737826], [2.256870, -0.187238, -0.185139], [-0.822942, 1.370503, -1.048502], [-2.386663, 0.686328, -0.125778], [2.137053, -1.823440, 1.314978], [0.788731, -1.173033, 2.089975], [-0.791576, -1.555381, -0.135372], [-0.064178, 3.235741, 0.507411]],
  "atomic_forces_ev_per_a": [[2.437, 0.596, 1.212], [-5.202, -0.153, 0.769], [-2.776, -2.284, 3.904], [2.363, -2.119, 0.774], [-1.045, -0.194, 1.042], [-1.805, -0.871, 2.800], [0.799, -0.578, -1.635], [0.059, -0.249, -0.155], [2.898, -0.348, -2.695], [0.105, 2.028, -1.881], [2.686, 0.296, -1.062], [-1.107, 1.495, -0.106], [-0.804, 0.273, 0.125], [-0.217, 0.738, -0.265], [1.609, 1.368, -2.826]],
  "lowdin_charge": [-0.128, -0.358, -0.386, 0.042, -0.312, -0.262, 0.904, 0.035, 0.082, 0.027, 0.123, 0.119, 0.054, 0.054, 0.007],
  "lumo_energy_ev": 1.1,
  "homo_lumo_gap_ev": 8.4,
  "homo_energy_ev": -7.4
}



Record 2
{
  "formula": "C3H8NO2S",
  "method": "ωB97M-V/def2-TZVPD",
  "species": ["N", "C", "O", "O", "H", "H", "C", "C", "S", "H", "H", "H", "H", "H", "H"],
  "xyz": [[-0.621524, -2.312288, -2.179963], [-0.486506, -1.296395, -1.178712], [-0.828300, -0.147268, -1.503613], [-0.039014, -1.706020, -0.075463], [0.028691, -3.072328, -2.053071], [-0.565203, -1.930853, -3.110412], [1.062054, 1.516856, 0.704414], [-0.320691, 1.461891, 1.331721], [-0.439734, 0.137340, 2.579179], [1.213126, 0.584572, 0.170168], [1.855299, 1.611624, 1.450127], [1.135947, 2.313522, -0.037358], [-0.630685, 2.409852, 1.760522], [-1.040215, 1.244738, 0.542660], [-0.323246, -0.815242, 1.599800]],
  "atomic_forces_ev_per_a": [[-0.008, -0.111, -0.237], [0.224, -0.204, 0.154], [-0.147, 0.212, -0.085], [-0.032, 0.004, 0.148], [-0.005, -0.003, 0.165], [-0.073, 0.115, -0.060], [0.014, -0.135, -0.007], [-0.053, -0.005, -0.333], [-0.073, 0.062, -0.269], [0.062, -0.181, -0.063], [-0.068, 0.151, 0.018], [-0.006, 0.171, 0.047], [0.117, 0.123, 0.396], [0.034, -0.172, -0.005], [0.011, -0.028, 0.131]],
  "lowdin_charge": [0.074, -0.838, -0.072, -0.127, 0.051, 0.050, -0.200, -0.641, 0.607, 0.045, 0.053, 0.062, 0.043, 0.043, -0.149],
  "lumo_energy_ev": 3.6,
  "homo_lumo_gap_ev": 8.2,
  "total_charge": -1,
  "homo_energy_ev": -4.6
}



Record 3
{
  "formula": "C3H8NO2S",
  "method": "ωB97M-V/def2-TZVPD",
  "species": ["C", "C", "C", "N", "O", "O", "S", "H", "H", "H", "H", "H", "H", "H", "H"],
  "xyz": [[-1.959867, -0.820816, 1.000796], [2.186461, -0.922893, -1.233773], [1.337879, 0.444838, 0.609953], [1.443475, -0.632773, -0.259297], [-4.063312, 0.359327, 0.252121], [-0.887667, 2.046082, -0.569427], [-2.707554, -0.111560, -0.223751], [-2.371479, -0.998204, 1.950037], [-0.846332, -1.244681, 0.910977], [-0.895757, 2.169294, -1.557055], [2.823978, -0.314252, -1.900792], [2.025983, -1.933027, -1.480883], [0.521364, 1.137623, 0.386426], [1.120552, -0.156658, 1.581632], [2.272279, 0.977694, 0.533032]],
  "atomic_forces_ev_per_a": [[3.501, -1.525, -1.143], [-0.908, 0.915, 0.404], [0.181, -0.606, 1.536], [-0.314, -1.960, -1.084], [1.157, -0.472, -0.830], [-0.274, -0.121, -1.334], [-0.880, 0.856, 1.272], [-0.893, 0.242, 1.036], [-2.631, 1.207, -0.393], [0.020, -0.149, 1.424], [0.128, 0.276, 0.683], [0.313, -1.333, -1.217], [-0.589, 0.003, -0.435], [0.676, 1.956, -0.825], [0.512, 0.711, 0.906]],
  "lowdin_charge": [-0.382, -0.095, -0.184, -0.127, -0.625, -0.589, 0.839, -0.019, 0.046, -0.131, 0.063, 0.026, 0.021, 0.095, 0.062],
  "lumo_energy_ev": [3.7, 3.7],
  "homo_lumo_gap_ev": [7.0, 7.0],
  "total_charge": -1,
  "homo_energy_ev": [-3.2, -3.2]
}



Record 4
{
  "formula": "C3H8NO2S",
  "method": "ωB97M-V/def2-TZVPD",
  "species": ["C", "C", "S", "C", "N", "O", "H", "H", "H", "H", "H", "H", "H", "H", "O"],
  "xyz": [[0.818666, 0.135566, 1.434401], [-0.528535, 0.844818, 1.223179], [-0.497932, 1.662235, -0.478046], [0.947789, -1.263111, 0.941899], [0.524506, -1.495130, -0.367882], [1.448176, -2.201141, 1.524909], [1.134049, 0.182490, 2.527412], [1.487924, 0.766748, 0.746330], [-0.628973, 1.691293, 1.961463], [-1.337498, 0.099553, 1.328468], [0.496809, -2.452166, -0.712137], [0.039683, -0.773429, -0.844098], [-0.572619, 0.933562, -2.949515], [-1.935210, 1.239734, -2.943075], [-1.396836, 0.628980, -3.393309]],
  "atomic_forces_ev_per_a": [[1.164, 1.840, 0.209], [-0.048, 0.663, 0.015], [-0.425, -0.524, 1.338], [-0.245, -2.071, -2.224], [0.252, 0.124, 1.182], [0.120, 0.552, 1.044], [-0.237, -0.021, -1.542], [-0.039, -1.003, 1.492], [-0.130, -1.083, -0.759], [-0.036, 0.719, -0.274], [0.063, 0.548, 0.311], [-0.393, 0.340, -0.645], [-0.109, -0.873, -0.816], [-2.051, 1.090, 0.543], [2.115, -0.301, 0.124]],
  "lowdin_charge": [-0.217, -0.526, 0.694, -0.561, 0.148, 0.052, 0.145, 0.112, 0.074, 0.088, 0.117, 0.005, -0.019, -0.029, -0.083],
  "lumo_energy_ev": [0.5, -2.9],
  "homo_lumo_gap_ev": [10.6, 7.0],
  "homo_energy_ev": [-10.1, -9.9],
  "multiplicity": 2
}



Record 5
{
  "formula": "C3H8NO2S",
  "method": "ωB97M-V/def2-TZVPD",
  "species": ["C", "C", "O", "C", "N", "O", "S", "H", "H", "H", "H", "H", "H", "H", "H"],
  "xyz": [[-1.311085, 0.638969, 0.714129], [-0.396552, 1.096714, -0.480332], [0.461427, -0.006044, -0.771237], [1.564137, -0.154999, -0.028022], [1.727861, -1.714035, 0.052357], [1.887414, 0.493785, 1.055839], [2.993161, 0.914108, -0.188899], [-1.894527, -0.200280, 0.487267], [-0.888007, 0.257832, 1.571941], [-1.966261, 1.387532, 0.929777], [0.155017, 1.978988, -0.401740], [-0.975229, 1.300700, -1.344352], [1.764279, -2.037575, -0.917599], [0.847581, -1.907813, 0.530940], [2.658911, -1.935528, 0.379311]],
  "atomic_forces_ev_per_a": [[1.460, 0.306, -2.806], [-1.705, -1.633, 1.899], [0.618, -0.867, -0.038], [0.374, -0.522, -2.366], [0.293, 2.593, -1.437], [-1.007, 0.243, 2.149], [0.808, -0.321, -0.741], [-1.094, -1.157, -1.429], [1.953, 0.082, 2.112], [-1.779, 2.199, 0.910], [1.159, 1.363, 1.018], [-0.714, -0.487, -0.936], [-0.803, -0.157, -0.009], [0.464, -1.279, 0.323], [-0.025, -0.364, 1.350]],
  "lowdin_charge": [-0.003, -0.127, -0.050, -0.887, 0.310, -0.259, 1.075, 0.070, 0.054, 0.058, 0.104, 0.125, 0.180, 0.184, 0.166],
  "lumo_energy_ev": -4.4,
  "homo_lumo_gap_ev": 9.5,
  "total_charge": 1,
  "homo_energy_ev": -13.9
}



Record 6
{
  "formula": "C3H8NO2S",
  "method": "ωB97M-V/def2-TZVPD",
  "species": ["C", "C", "C", "N", "O", "O", "S", "H", "H", "H", "H", "H", "H", "H", "H"],
  "xyz": [[-1.504216, 0.267377, 0.063618], [-2.179245, -1.064584, 0.439757], [2.171941, 0.727191, -0.853916], [2.816143, 0.100969, 0.076563], [-2.092072, 1.129024, -0.747542], [0.729092, -0.550209, 1.132311], [0.105896, 0.633121, 0.513684], [-1.664952, -1.565523, 1.143981], [-3.101109, -0.801328, 0.996340], [-2.283805, -1.668321, -0.385157], [2.036286, 1.739646, -0.895754], [1.833550, 0.293572, -1.727632], [-3.003370, 0.932037, -0.801906], [3.356884, 0.734292, 0.773165], [2.778970, -0.907265, 0.272488]],
  "atomic_forces_ev_per_a": [[-1.493, -2.846, 0.939], [-1.032, 4.455, 0.145], [-0.154, -1.353, 0.578], [2.661, 1.791, 1.700], [1.957, 0.972, -0.071], [-1.176, -0.784, 0.490], [0.930, 1.554, -0.061], [2.284, -1.677, 2.295], [-0.072, -0.257, -0.834], [-0.783, -1.375, -1.982], [0.677, 2.640, 0.371], [-0.720, -1.642, -1.430], [-1.885, -0.339, -0.328], [-1.397, -1.908, -1.314], [0.204, 0.771, -0.496]],
  "lowdin_charge": [-0.547, -0.012, -0.086, 0.070, 0.077, -0.419, 1.090, 0.031, 0.120, 0.070, 0.064, 0.086, 0.113, 0.198, 0.146],
  "lumo_energy_ev": [-4.3, -6.7],
  "homo_lumo_gap_ev": [6.5, 8.6],
  "total_charge": 1,
  "homo_energy_ev": [-10.8, -15.3],
  "multiplicity": 3
}



no.,F_max (hartree/bohr),total energy (eV)
1,0.1032,-18112.39559
2,0.0084,-19663.51718
3,0.0775,-19657.52108
4,0.0593,-19659.72899
5,0.0618,-19651.23763
6,0.0890,-19649.41617